ORCA calculation (the ωB97M-V functional and the def2-TZVPD basis) on C31H41N10O2Pd as an isolated structure.

Last column: Löwdin charge in e.
Positions of all 85 atoms, in Å:
Pd (-0.56141, -0.84279, -0.61548)  0.8428
C (-3.10150, -1.89332, 3.79853)  -0.0625
N (-3.55154, -1.03986, 2.70555)  -0.0891
C (-4.98862, -1.07576, 2.45014)  -0.1471
C (-5.10679, -0.64189, 0.99737)  -0.1402
N (-3.80559, -0.98081, 0.47835)  -0.0945
C (-3.52426, -0.81470, -0.92461)  -0.0621
C (-2.86917, -0.98532, 1.47941)  -0.3442
N (-1.60227, -0.88387, 1.29487)  0.0173
C (-0.70630, -0.91179, 2.45480)  -0.2080
C (0.62363, -0.17844, 2.24984)  -0.2520
N (1.51233, -0.88008, 1.37261)  0.0830
C (2.72341, -0.52502, 1.18903)  -0.3854
N (3.59342, -1.24319, 0.40957)  -0.0986
C (3.20232, -2.38752, -0.38583)  -0.0298
C (4.68047, -0.40374, -0.03479)  -0.1372
C (4.75216, 0.62733, 1.08542)  -0.1420
N (3.40738, 0.61900, 1.66461)  -0.0898
C (3.38033, 0.94042, 3.07917)  -0.0784
H (-3.97634, -2.29394, 4.30959)  0.0806
H (-2.51757, -1.33726, 4.53174)  0.0750
H (-2.50417, -2.73377, 3.44090)  0.0917
H (-5.51535, -0.41088, 3.13683)  0.1172
H (-5.38106, -2.09149, 2.58295)  0.1176
H (-5.29919, 0.43745, 0.91358)  0.1223
H (-5.89030, -1.17221, 0.45439)  0.1216
H (-4.05450, -1.57591, -1.50038)  0.0965
H (-2.41467, -0.95523, -1.04186)  0.0052
H (-3.82700, 0.17828, -1.27608)  0.0785
H (-0.46530, -1.94487, 2.72803)  0.1156
H (-1.18954, -0.41244, 3.30174)  0.0964
H (1.04500, -0.04577, 3.25209)  0.0942
H (0.39317, 0.82497, 1.85629)  0.0851
H (2.21191, -2.70418, -0.07076)  0.0727
H (3.91854, -3.20005, -0.22850)  0.0807
H (3.16789, -2.14391, -1.44966)  0.0863
H (4.44908, 0.06800, -0.99907)  0.1076
H (5.59850, -0.98584, -0.13965)  0.1181
H (4.99524, 1.62724, 0.72141)  0.1155
H (5.49803, 0.33851, 1.83806)  0.1120
H (4.15952, 1.67563, 3.27609)  0.0845
H (3.56468, 0.05805, 3.70775)  0.0968
H (2.43414, 1.39103, 3.37095)  0.0612
C (3.41514, 1.87545, -3.35223)  -0.1715
C (3.04168, 0.86290, -4.23911)  -0.1439
C (2.08830, -0.07621, -3.90520)  -0.0597
C (1.44299, -0.04662, -2.63461)  -0.3314
C (1.86979, 0.96985, -1.72733)  -0.1023
C (2.81581, 1.90549, -2.09207)  -0.1623
N (0.52453, -0.95989, -2.27851)  -0.1897
N (0.38121, -2.09377, -3.05158)  -0.0256
C (-0.26896, -3.03879, -2.37870)  -0.3879
C (-0.48963, -4.33423, -2.91875)  -0.0915
C (-1.10737, -5.31508, -2.16714)  -0.1741
C (-1.52740, -5.07360, -0.85922)  -0.1882
C (-1.32622, -3.80120, -0.30705)  -0.1815
C (-0.71556, -2.79703, -1.02331)  -0.2025
H (4.16818, 2.60524, -3.62543)  0.0679
H (3.51852, 0.81180, -5.21303)  0.0844
H (1.80211, -0.86156, -4.58989)  0.0735
H (1.47377, 0.96186, -0.71924)  0.0579
H (3.11694, 2.66606, -1.37634)  0.0858
H (-0.15979, -4.53617, -3.93130)  0.0810
H (-1.26369, -6.29777, -2.60266)  0.0769
H (-2.00346, -5.85478, -0.27637)  0.0601
H (-1.65133, -3.61447, 0.71557)  0.0666
O (1.67836, 3.62213, 1.57510)  -0.0485
C (0.95243, 4.56723, 0.82049)  -0.2551
N (-0.40542, 4.79594, 1.29235)  0.0887
C (-1.52595, 4.75484, 0.46352)  -0.4466
O (-2.38581, 5.61094, 0.56954)  0.0656
C (-1.60461, 3.62755, -0.47103)  -0.1273
C (-2.25490, 3.74216, -1.70651)  0.0075
C (-2.20532, 2.67166, -2.57354)  -0.0366
C (-1.56489, 1.50053, -2.19300)  -0.1138
N (-1.03652, 1.34615, -0.97005)  0.0123
C (-1.06369, 2.38364, -0.15359)  -0.0802
H (1.40989, 2.73296, 1.31805)  0.0429
H (0.91850, 4.27989, -0.23272)  0.1282
H (1.52880, 5.48804, 0.91624)  0.1269
H (-0.49237, 5.54439, 1.96364)  0.1332
H (-2.75444, 4.66874, -1.95649)  0.1199
H (-2.65404, 2.73134, -3.55600)  0.1082
H (-1.46750, 0.65644, -2.86486)  0.1158
H (-0.67677, 2.22793, 0.84739)  0.1020

Cartesian forces (eV/Å) of the 6 atoms listed first:
Pd 0.618 -0.584 0.345
C 0.101 0.001 0.035
N -0.057 0.092 -0.018
C -0.065 -0.056 0.039
C 0.053 0.011 0.059
N -0.016 -0.028 0.082

For the max |F|, the calculation gives 1.3 eV Å⁻¹. Its HOMO energy is -1.29 eV. For the orbital gap, the calculation gives 3.514 eV. As for the net charge: -1. As for the energy above the lowest of the compared OMol25 structures with the same formula, charge and spin: 18.9 kcal per mole. The calculation puts the LUMO energy at 2.228 eV.